Entry from the OMol25 dataset: C11H12N2O2 in the gas phase (ωB97M-V with the def2-TZVPD basis set).

Properties
Highest occupied orbital energy ... -7.8 eV
ΔE to the lowest compared entry with this formula, charge and spin ... 483.3 kJ/mol
SMILES string ... N[C@@H](Cc1c[nH]c2ccccc12)C(=O)O
HOMO-LUMO gap ... 8.4 eV
2S+1 ... 1

Geometry as XYZ:
```
27
C11H12N2O2 ωB97M-V with the def2-TZVPD basis set
N 0.846 2.475 0.158
C 0.086 2.281 -1.126
C 0.545 0.907 -1.629
C -0.293 -0.192 -0.961
C -1.671 -0.565 -1.112
N -1.715 -1.836 -0.478
C -0.640 -1.923 0.375
C -0.326 -2.985 1.273
C 0.798 -2.978 2.046
C 1.757 -1.944 1.665
C 1.704 -0.985 0.729
C 0.366 -0.995 -0.060
C -1.516 2.392 -0.974
O -2.259 1.931 -1.953
O -1.675 3.016 0.294
H 1.385 3.457 0.292
H 0.753 1.761 0.812
H 0.439 3.103 -1.767
H 0.605 0.796 -2.825
H 1.610 0.809 -1.254
H -2.573 -0.106 -1.673
H -2.688 -2.197 -0.138
H -0.946 -3.703 1.750
H 1.015 -3.486 2.971
H 2.580 -1.689 2.344
H 2.571 -0.316 0.398
H -0.758 2.972 0.842
```

Atomic partial charges in e from the natural (NBO) method, atoms 1 to 8: atom 1 (N): -0.923, atom 2 (C): -0.163, atom 3 (C): -0.420, atom 4 (C): -0.135, atom 5 (C): -0.034, atom 6 (N): -0.514, atom 7 (C): 0.106, atom 8 (C): -0.219

---

Entry from the OMol25 dataset: a molecular structure, C11H12N2O4Pd (ωB97M-V with the def2-TZVPD basis set).

Properties
Highest occupied orbital energy (alpha / beta) ... -14.8 / -14.8 eV
Expectation value of S² ... 2.0320
Net charge ... +2
HOMO-LUMO gap (alpha / beta) ... 7.4 / 2.7 eV
2S+1 ... 3

Geometry as XYZ:
```
30
C11H12N2O4Pd ωB97M-V with the def2-TZVPD basis set
Pd 0.700 -1.250 -1.106
C 1.615 -2.708 -0.060
O 1.965 -3.610 0.553
C 0.663 -2.043 -2.958
O 0.539 -2.235 -4.076
C 1.847 0.230 -1.861
O 2.317 0.898 -2.665
C -1.243 -1.197 -1.071
O -2.374 -1.238 -1.312
C -1.743 2.735 -3.139
H -2.667 2.602 -2.563
H -1.003 3.432 -2.729
C -1.537 2.087 -4.293
H -0.616 2.224 -4.873
H -2.283 1.400 -4.709
C -1.689 -0.610 3.932
C -0.626 -0.386 2.934
C 0.610 0.247 3.003
C 1.198 0.164 1.725
N 0.334 -0.464 0.908
N -0.725 -0.820 1.668
C 2.513 0.692 1.291
H -1.359 -1.278 4.735
H -1.976 0.345 4.387
H -2.591 -1.044 3.492
H 1.060 0.673 3.879
H -1.537 -1.322 1.305
H 2.445 1.484 0.531
H 3.023 1.108 2.170
H 3.140 -0.117 0.903
```

Atomic partial charges in e from the natural (NBO) method, atoms 1 to 8: atom 1 (Pd): 0.520, atom 2 (C): 0.441, atom 3 (O): -0.354, atom 4 (C): 0.520, atom 5 (O): -0.322, atom 6 (C): 0.430, atom 7 (O): -0.346, atom 8 (C): 0.412

---

Entry from the OMol25 dataset: a molecular structure, C11H12N5O3Os (ωB97M-V with the def2-TZVPD basis set).

Properties
Highest occupied orbital energy (alpha / beta) ... -20.6 / -20.8 eV
ΔE to the lowest compared entry with this formula, charge and spin ... 5.8 kJ/mol
Expectation value of S² ... 6.0582
Net charge ... +3
HOMO-LUMO gap (alpha / beta) ... 8.6 / 6.2 eV
2S+1 ... 5

Geometry as XYZ:
```
32
C11H12N5O3Os ωB97M-V with the def2-TZVPD basis set
Os -0.244 0.438 -0.171
C 1.917 -2.139 1.425
C 1.094 -2.260 0.295
C 1.098 -1.248 -0.728
C 1.909 -0.085 -0.545
C 2.729 0.000 0.629
C 2.730 -1.029 1.588
H 1.928 -2.933 2.162
H 0.478 -3.143 0.161
H 0.750 -1.493 -1.728
H 2.175 0.533 -1.400
H 3.394 0.849 0.749
H 3.384 -0.950 2.448
C -2.926 2.359 -4.263
O -1.800 1.558 -3.687
C -1.653 1.370 -2.456
O -0.633 0.651 -2.080
N -2.453 1.864 -1.495
N -2.176 1.452 -0.167
H -2.710 2.370 -5.323
H -2.877 3.360 -3.842
H -3.849 1.824 -4.054
H -3.310 2.374 -1.680
H -2.915 0.810 0.141
H -2.197 2.252 0.488
O -0.106 0.452 1.686
N 0.487 0.509 2.903
C -0.033 1.443 3.632
C -1.007 2.314 3.019
N -1.710 2.854 2.291
C 0.435 1.601 4.966
N 0.802 1.734 6.047
```

Atomic partial charges in e from the natural (NBO) method, atoms 1 to 8: atom 1 (Os): 1.607, atom 2 (C): -0.126, atom 3 (C): 0.025, atom 4 (C): -0.334, atom 5 (C): -0.366, atom 6 (C): 0.037, atom 7 (C): -0.103, atom 8 (H): 0.293

---

Entry from the OMol25 dataset: a gas-phase ion, C11H12NO (charge +1) (ωB97M-V with the def2-TZVPD basis set).

Properties
Highest occupied orbital energy ... -12.3 eV
ΔE to the lowest compared entry with this formula, charge and spin ... 419.5 kJ/mol
Net charge ... +1
HOMO-LUMO gap ... 7.6 eV
2S+1 ... 1

Geometry as XYZ:
```
25
C11H12NO ωB97M-V with the def2-TZVPD basis set
C -1.186 3.105 1.471
C -0.622 3.195 0.198
C -0.945 1.901 2.201
C 0.076 2.153 -0.406
C -0.067 0.902 1.671
C 0.376 0.955 0.340
C 2.502 -1.507 -1.397
C 1.635 -2.484 -1.824
C 2.110 -0.207 -0.830
C -0.155 -2.203 -0.461
C -1.542 -1.832 -0.266
N 1.055 -0.184 -0.114
O 0.291 -2.559 -1.554
H -1.372 4.052 1.865
H -0.934 3.965 -0.516
H -1.412 1.824 3.252
H 0.286 2.357 -1.476
H 0.140 -0.013 2.181
H 3.539 -1.729 -1.835
H 1.917 -3.186 -2.582
H 2.718 0.636 -1.111
H 0.459 -2.177 0.362
H -2.314 -2.611 -0.372
H -1.837 -1.086 -1.025
H -1.628 -1.353 0.647
```

Atomic partial charges in e from the natural (NBO) method, atoms 1 to 8: atom 1 (C): -0.194, atom 2 (C): -0.189, atom 3 (C): -0.182, atom 4 (C): -0.232, atom 5 (C): -0.216, atom 6 (C): 0.076, atom 7 (C): -0.278, atom 8 (C): 0.143

---

Entry from the OMol25 dataset: 2 unconnected molecules or ions with the total composition C11H12NO2 (ωB97M-V with the def2-TZVPD basis set).

Properties
Highest occupied orbital energy ... -4.3 eV
ΔE to the lowest compared entry with this formula, charge and spin ... 38.6 kJ/mol
Net charge ... -1
HOMO-LUMO gap ... 7.4 eV
2S+1 ... 1

Geometry as XYZ:
```
26
C11H12NO2 ωB97M-V with the def2-TZVPD basis set
C 3.825 3.184 0.521
C 2.582 3.453 -0.352
O 1.503 2.931 0.031
O 2.783 4.158 -1.362
H 4.282 4.133 0.797
H 4.545 2.596 -0.055
H 3.584 2.632 1.434
C -2.846 0.927 0.277
C -0.339 0.447 0.058
C -1.642 0.048 0.169
C -0.281 -1.788 0.021
C -1.631 -1.389 0.150
C 0.095 -3.128 -0.042
C -2.614 -2.378 0.208
C -0.901 -4.082 0.028
C -2.247 -3.708 0.163
N 0.477 -0.646 -0.025
H 0.011 1.474 0.040
H 1.476 -0.594 -0.110
H -2.604 1.818 0.861
H -3.624 0.413 0.849
H 1.141 -3.388 -0.157
H -3.663 -2.128 0.313
H -0.645 -5.134 -0.031
H -3.018 -4.465 0.238
H -3.233 1.227 -0.691
```

Atomic partial charges in e from the natural (NBO) method, atoms 1 to 8: atom 1 (C): -0.734, atom 2 (C): 0.766, atom 3 (O): -0.824, atom 4 (O): -0.777, atom 5 (H): 0.199, atom 6 (H): 0.196, atom 7 (H): 0.188, atom 8 (C): -0.623

---

Entry from the OMol25 dataset: 2 unconnected molecules or ions with the total composition C11H12NO2 (ωB97M-V with the def2-TZVPD basis set).

Properties
Highest occupied orbital energy ... -4.6 eV
ΔE to the lowest compared entry with this formula, charge and spin ... 91.3 kJ/mol
Net charge ... -1
HOMO-LUMO gap ... 7.9 eV
2S+1 ... 1

Geometry as XYZ:
```
26
C11H12NO2 ωB97M-V with the def2-TZVPD basis set
C 0.212 2.166 -3.096
C 1.098 0.142 -1.894
C 0.352 0.365 0.201
C 0.365 1.277 -1.895
C -0.199 1.486 -0.607
C 0.038 0.309 1.567
C -0.893 1.184 2.051
C -1.017 2.447 -0.033
C -1.303 2.373 1.325
N 1.095 -0.411 -0.643
H 1.498 -1.380 -0.380
H 1.696 -0.386 -2.631
H 0.515 -0.471 2.130
H -0.660 1.897 -3.720
H 1.091 2.159 -3.726
H -1.253 1.204 3.052
H -1.285 3.262 -0.699
H -1.772 3.310 1.717
H 0.154 3.223 -2.760
C -0.267 -3.293 2.020
C 0.558 -3.642 0.730
O 1.340 -2.735 0.333
O 0.248 -4.721 0.205
H 0.180 -2.845 2.908
H -0.759 -4.253 2.252
H -1.029 -2.669 1.594
```

Atomic partial charges in e from the natural (NBO) method, atoms 1 to 8: atom 1 (C): -0.619, atom 2 (C): -0.022, atom 3 (C): 0.165, atom 4 (C): -0.129, atom 5 (C): -0.098, atom 6 (C): -0.238, atom 7 (C): -0.239, atom 8 (C): -0.226

---

Entry from the OMol25 dataset: a molecular structure, C11H12NO2 (ωB97M-V with the def2-TZVPD basis set).

Properties
Highest occupied orbital energy ... -3.6 eV
ΔE to the lowest compared entry with this formula, charge and spin ... 331.3 kJ/mol
Net charge ... -1
HOMO-LUMO gap ... 7.2 eV
2S+1 ... 1

Geometry as XYZ:
```
26
C11H12NO2 ωB97M-V with the def2-TZVPD basis set
C -2.713 2.997 -2.549
C -1.610 2.275 -1.666
O -1.840 1.057 -1.458
O -0.799 3.122 -1.287
H -2.849 3.938 -1.874
H -3.642 2.468 -2.348
H -2.351 3.178 -3.541
C -0.271 -3.700 1.514
C -1.264 -1.532 0.446
C -0.219 -2.383 0.847
C 0.492 -0.136 0.798
C 0.965 -1.511 0.920
C 1.288 1.002 0.706
C 2.327 -1.708 0.888
C 2.620 0.636 0.658
C 3.206 -0.637 0.840
N -0.828 -0.275 0.327
H -2.354 -1.570 0.259
H -1.303 0.674 -0.347
H 0.498 -3.604 2.343
H 0.307 -4.414 0.673
H 0.835 2.085 0.390
H 2.631 -2.800 0.932
H 3.153 1.548 0.426
H 4.260 -0.880 0.720
H -1.197 -3.951 1.625
```

Atomic partial charges in e from the natural (NBO) method, atoms 1 to 8: atom 1 (C): -0.754, atom 2 (C): 0.812, atom 3 (O): -0.731, atom 4 (O): -0.725, atom 5 (H): 0.208, atom 6 (H): 0.199, atom 7 (H): 0.211, atom 8 (C): -0.594

---

Entry from the OMol25 dataset: 2 unconnected molecules or ions with the total composition C11H12O (ωB97M-V with the def2-TZVPD basis set).

Properties
Highest occupied orbital energy ... -7.6 eV
ΔE to the lowest compared entry with this formula, charge and spin ... 448.6 kJ/mol
HOMO-LUMO gap ... 8.3 eV
2S+1 ... 1

Geometry as XYZ:
```
24
C11H12O ωB97M-V with the def2-TZVPD basis set
C 2.011 0.584 1.576
C 2.070 -0.713 1.089
C 0.845 1.315 1.428
C 0.983 -1.272 0.450
C -0.263 0.751 0.825
C -0.216 -0.560 0.341
C 0.458 0.836 -2.811
C -0.763 0.610 -3.173
C 1.683 1.023 -2.440
C -1.320 -1.106 -0.428
C -2.727 -1.415 1.489
O -2.426 -1.450 0.073
H 2.862 1.015 2.085
H 2.973 -1.294 1.208
H 0.793 2.327 1.799
H 1.034 -2.279 0.062
H -1.164 1.335 0.705
H -1.183 1.039 -4.069
H -1.396 -0.032 -2.578
H 1.974 1.832 -1.790
H 2.472 0.362 -2.764
H -1.816 -1.494 2.082
H -3.396 -2.249 1.685
H -3.233 -0.476 1.709
```

Atomic partial charges in e from the natural (NBO) method, atoms 1 to 8: atom 1 (C): -0.231, atom 2 (C): -0.198, atom 3 (C): -0.206, atom 4 (C): -0.205, atom 5 (C): -0.178, atom 6 (C): -0.218, atom 7 (C): 0.112, atom 8 (C): -0.514